(1)
DFT (ωB97M-V/def2-TZVPD) results for a single C4H7OP molecule.

Atoms and positions in Å:
C  0.80987  -2.21878  0.44783
C  -0.04385  -1.35490  0.44539
C  -0.81768  -0.18172  0.51945
C  -0.06646  0.98688  1.31826
O  -0.86643  0.51917  -1.00068
P  0.39831  0.10357  -1.94820
H  1.36727  -3.10885  0.35781
H  -1.92372  -0.25784  0.70252
H  0.88169  0.88207  0.77431
H  -0.11002  0.72063  2.40353
H  -0.49983  2.05534  1.12905
H  -0.26651  0.42865  -3.22472
H  1.13736  1.42578  -1.92454

Computed properties:
- structure (SMILES) = C#C[C@@H](C)OP
- total energy (a.u.) = -573.06831
- E_LUMO (hartree) = 0.03204

Atom charges from the Mulliken analysis, given in e for atoms 1 to 8: number 1, C, carries 0.292; number 2, C, carries -0.737; number 3, C, carries 0.041; number 4, C, carries -0.812; number 5, O, carries -0.375; number 6, P, carries -0.024; number 7, H, carries 0.450; number 8, H, carries 0.262

(2)
DFT (ωB97M-V/def2-TZVPD) results for a 5-piece molecular cluster, C14H26Br6O6S3 overall.

Atoms and positions in Å:
O  -0.24519  -2.97781  -0.00457
S  -0.86318  -3.73008  1.12747
O  -1.37494  -5.12029  0.99766
C  0.24105  -3.63214  2.54816
C  -0.67627  -3.80408  3.75924
C  -1.92606  -3.02064  3.46791
C  -2.15922  -2.77478  1.94735
H  0.66276  -2.62721  2.52918
H  1.00281  -4.39272  2.37687
H  -1.01856  -4.81745  3.96906
H  -0.07318  -3.55274  4.63171
H  -1.77580  -2.00777  3.84155
H  -2.72624  -3.47821  4.04966
H  -2.13942  -1.73312  1.62695
H  -3.08070  -3.20551  1.55563
O  -0.23245  -0.17514  3.52066
S  -0.56904  1.19333  3.20864
O  -1.62495  1.83664  3.97048
C  0.93668  2.30532  3.15954
C  0.98548  3.04344  1.83022
C  -0.43429  2.83645  1.19077
C  -0.89983  1.39815  1.38867
H  1.79178  1.64005  3.27916
H  0.85215  2.90484  4.06592
H  1.24305  4.09965  1.90878
H  1.85478  2.63935  1.31143
H  -0.33957  3.03162  0.12258
H  -1.15475  3.52305  1.63532
H  -0.11220  0.85642  0.86498
H  -1.91009  1.04515  1.18162
O  4.35728  2.09874  -1.64375
S  3.31006  2.70277  -2.44582
O  2.09654  3.17790  -1.81016
C  3.98757  3.98416  -3.54500
C  4.49115  3.23265  -4.73911
C  3.43729  2.09686  -5.07616
C  2.84019  1.48110  -3.79706
H  4.71024  4.52191  -2.93126
H  3.22064  4.67102  -3.90296
H  4.66848  3.84528  -5.62304
H  5.35548  2.62133  -4.47964
H  3.86975  1.25882  -5.62276
H  2.70473  2.59553  -5.71082
H  3.16144  0.50034  -3.44632
H  1.75384  1.41919  -3.86113
Br  -0.34708  0.60938  -1.87923
C  -1.87764  -0.77216  -1.99431
Br  -2.12051  -1.37181  -3.82404
Br  -3.58007  -0.05269  -1.14323
H  -1.74987  -1.57142  -1.26426
Br  -6.01046  -5.22546  0.66155
C  -5.78439  -3.65672  -0.59648
Br  -3.85312  -3.65734  -1.20083
Br  -6.38034  -1.97312  0.21520
H  -6.49569  -3.84027  -1.40175

Computed properties:
- structure (SMILES) = O=S1(=O)CCCC1.O=S1(=O)CCCC1.O=S1(=O)CCCC1.BrC(Br)Br.BrC(Br)Br
- total energy (a.u.) = -17639.02052
- E_LUMO (hartree) = -0.02073

Atom charges from the Mulliken analysis, given in e for atoms 1 to 8: number 1, O, carries -0.632; number 2, S, carries 0.960; number 3, O, carries -0.646; number 4, C, carries -0.685; number 5, C, carries -0.684; number 6, C, carries -0.538; number 7, C, carries 0.306; number 8, H, carries 0.268

(3)
DFT (ωB97M-V/def2-TZVPD) results for C27H40N11NaS as an isolated structure.

Atoms and positions in Å:
Na  0.21627  -0.31507  -0.00854
C  1.91927  3.14687  -0.62146
C  2.65141  1.95621  -0.02162
N  1.84908  1.24645  0.98134
C  1.58382  1.98845  2.21352
C  0.30351  2.84758  2.21380
S  -1.04497  2.28502  1.12029
C  -1.23279  3.71754  0.01387
C  -0.37247  3.71369  -1.28348
N  0.68835  2.72193  -1.27958
H  2.60297  3.67255  -1.29879
H  1.66454  3.84936  0.17216
H  3.60312  2.31260  0.39617
H  2.87612  1.24767  -0.82421
H  2.38912  0.43289  1.25313
H  2.42352  2.64830  2.46869
H  1.50047  1.25554  3.01613
H  0.51431  3.87352  1.92313
H  -0.10333  2.87340  3.22298
H  -1.04229  4.60167  0.61886
H  -2.29258  3.73619  -0.23998
H  0.01878  4.72839  -1.42758
H  -1.02008  3.50219  -2.13570
H  0.89096  2.41425  -2.22061
C  4.13668  -1.26771  4.46814
C  4.11138  -1.54462  3.10766
C  2.90042  -1.65870  2.44989
C  1.70270  -1.46035  3.14020
C  1.73329  -1.21205  4.51731
C  2.94572  -1.11425  5.17125
N  0.52285  -1.58877  2.38864
N  -0.52749  -1.35510  3.00790
C  -1.74558  -1.55684  2.34689
C  -2.79194  -1.98971  3.16531
C  -4.02833  -2.23083  2.60193
C  -4.18816  -2.01943  1.23953
C  -3.09991  -1.55921  0.52013
N  -1.89951  -1.32058  1.04047
H  5.08266  -1.19679  4.98804
H  5.03834  -1.68763  2.56814
H  2.85713  -1.93103  1.40001
H  0.80075  -1.10798  5.05349
H  2.97225  -0.92655  6.23616
H  -2.59813  -2.14213  4.21737
H  -4.85834  -2.56054  3.21178
H  -5.13495  -2.20217  0.75116
H  -3.19655  -1.37766  -0.54769
N  1.66105  -4.31516  -1.71626
C  0.90702  -4.91431  -0.74099
C  0.11911  -3.92482  -0.22952
N  0.37090  -2.74540  -0.87213
C  1.30489  -3.00335  -1.76284
C  1.85377  -1.99038  -2.64012
N  1.52710  -0.71621  -2.56622
C  2.24760  -0.08482  -3.54583
C  3.01812  -0.98482  -4.22135
N  2.75841  -2.19595  -3.63575
H  2.35731  -4.78593  -2.26734
H  0.99608  -5.95965  -0.50288
H  -0.61103  -3.98579  0.56026
H  2.17396  0.97938  -3.70077
H  3.70739  -0.87311  -5.03987
H  3.17097  -3.06888  -3.91589
N  -3.95432  0.50507  -4.25353
C  -2.71410  -0.31926  -4.45203
C  -1.54929  0.35483  -3.72000
N  -1.82871  0.60228  -2.32142
C  -3.05541  1.34322  -2.11779
C  -4.26856  0.70039  -2.79829
H  -4.74540  0.07560  -4.73323
H  -3.80928  1.42303  -4.67989
H  -2.52039  -0.40838  -5.51991
H  -2.90649  -1.30813  -4.03731
H  -1.32869  1.31204  -4.20798
H  -0.66103  -0.26907  -3.80318
H  -1.79443  -0.24655  -1.77096
H  -2.91825  2.35333  -2.52092
H  -3.25362  1.43884  -1.05009
H  -5.15833  1.32202  -2.70990
H  -4.47647  -0.28038  -2.37216

Computed properties:
- total energy (a.u.) = -2215.21494
- charge = +2
- E_LUMO (hartree) = -0.18731

Atom charges from the Mulliken analysis, given in e for atoms 1 to 8: number 1, Na, carries 0.688; number 2, C, carries -0.936; number 3, C, carries -0.908; number 4, N, carries 0.291; number 5, C, carries -0.441; number 6, C, carries -1.082; number 7, S, carries 0.037; number 8, C, carries -0.995